{
  "formula": "C21H24GeN4O2Re",
  "method": "ωB97M-V/def2-TZVPD",
  "de_lowest_kj_mol": 75.40,
  "gap_ev": [6.66, 6.10],
  "multiplicity": 4,
  "lumo_ev": [-8.51, -9.18],
  "charge": 2,
  "elements": ["Re", "Ge", "O", "O", "N", "N", "N", "N", "C", "C", "C", "C", "C", "C", "C", "C", "C", "C", "C", "C", "C", "C", "C", "C", "C", "C", "C", "C", "C", "H", "H", "H", "H", "H", "H", "H", "H", "H", "H", "H", "H", "H", "H", "H", "H", "H", "H", "H", "H", "H", "H", "H", "H"],
  "xyz": [[-0.112, -0.671, -0.177], [-1.420, 1.972, -2.165], [1.469, -0.642, -3.941], [0.167, -0.856, -2.143], [-1.612, -2.056, 0.120], [2.038, -0.395, -0.471], [-1.165, -1.623, 2.347], [-0.385, -0.715, 1.871], [4.325, -0.532, 0.178], [-1.767, -2.411, 1.433], [3.754, -0.540, -2.143], [-2.966, -4.382, 0.811], [4.728, -0.570, -1.151], [0.677, 0.683, 5.120], [0.941, 1.229, 2.403], [-2.245, 0.698, -3.450], [2.430, -0.495, -1.752], [2.977, -0.419, 0.477], [-2.479, -3.555, 1.804], [1.281, -0.667, -2.758], [1.438, 1.766, 4.690], [-2.806, -4.009, -0.525], [-1.389, 1.019, -0.301], [0.060, -0.142, 4.204], [1.561, 2.039, 3.330], [0.197, 0.112, 2.826], [0.453, 2.608, -2.462], [-2.585, 3.583, -1.986], [-2.145, -2.832, -0.826], [2.646, -0.342, 1.505], [-3.266, 0.465, -3.157], [-2.438, 0.745, -0.171], [-1.123, 1.814, 0.399], [0.475, 3.067, -3.449], [5.039, -0.587, 0.986], [3.985, -0.573, -3.197], [0.730, 3.362, -1.728], [0.577, 0.483, 6.175], [1.936, 2.398, 5.408], [-2.608, 4.091, -2.948], [-1.673, -0.219, -3.544], [-2.259, 1.194, -4.419], [1.004, 1.467, 1.345], [5.775, -0.633, -1.406], [1.181, 1.805, -2.445], [-2.195, 4.275, -1.245], [-2.029, -2.494, -1.848], [2.138, 2.888, 2.998], [-0.524, -0.992, 4.519], [-3.177, -4.626, -1.328], [-2.567, -3.779, 2.855], [-3.453, -5.313, 1.055], [-3.602, 3.308, -1.722]],
  "atomic_forces_ev_per_a": [[0.1, 1.4, -1.8], [0.1, 0.2, -0.1], [-0.3, -0.1, 0.5], [-2.3, -0.6, 1.6], [0.0, -0.1, 0.5], [-0.7, -0.1, 0.1], [0.9, 1.2, 0.7], [-1.1, -1.3, 0.7], [-0.2, 0.1, 0.0], [-0.7, -0.8, -1.2], [-0.3, 0.1, 0.3], [0.0, 0.0, -0.6], [-0.2, 0.0, 0.0], [0.0, 0.0, -0.1], [-0.4, -0.4, -0.2], [0.5, 0.5, 0.4], [-0.2, -0.1, -1.1], [0.6, 0.0, 0.6], [0.6, 0.8, 0.1], [2.7, 0.5, -0.9], [0.0, -0.1, -0.2], [0.0, -0.1, 0.4], [0.5, -0.4, -0.6], [0.0, -0.1, -0.3], [0.0, 0.1, 0.1], [0.7, 1.0, 0.9], [-0.8, -0.4, -0.1], [0.4, -0.7, 0.2], [-0.2, -0.1, -0.6], [0.0, 0.0, -0.1], [-0.1, 0.1, 0.1], [0.0, -0.2, 0.3], [0.1, -0.2, 0.3], [0.1, 0.0, -0.1], [0.0, 0.0, 0.0], [0.0, -0.1, -0.1], [-0.1, 0.0, 0.1], [0.0, 0.0, 0.1], [0.0, 0.1, 0.1], [0.1, 0.0, -0.1], [0.1, 0.0, -0.1], [-0.1, 0.0, -0.1], [0.1, 0.0, 0.0], [0.1, 0.0, 0.0], [0.1, 0.0, 0.0], [0.0, 0.0, 0.1], [0.1, 0.0, 0.0], [0.0, 0.1, 0.0], [0.0, 0.0, 0.1], [-0.1, 0.0, 0.0], [-0.1, -0.1, 0.1], [-0.1, 0.0, 0.1], [-0.1, 0.0, 0.0]]
}

{
  "formula": "C21H24N2O2",
  "method": "ωB97M-V/def2-TZVPD",
  "smiles": "O=C1C=CC(=O)c2c1cccc2-c1cccnc1.CCN(CC)CC",
  "de_lowest_kj_mol": 1984.54,
  "gap_ev": 6.05,
  "lumo_ev": -2.04,
  "elements": ["O", "O", "N", "N", "C", "C", "C", "C", "C", "C", "C", "C", "C", "C", "C", "C", "C", "C", "C", "C", "C", "C", "C", "C", "C", "H", "H", "H", "H", "H", "H", "H", "H", "H", "H", "H", "H", "H", "H", "H", "H", "H", "H", "H", "H", "H", "H", "H", "H"],
  "xyz": [[-1.345, -4.571, 0.492], [4.106, -2.634, 1.148], [1.806, 2.506, -2.025], [-5.096, -1.611, 0.264], [0.819, 4.674, -1.095], [-4.917, -3.333, 2.497], [1.637, -2.045, 1.672], [2.031, 3.784, -1.348], [0.051, -2.538, 1.494], [2.011, -0.537, 2.244], [-3.360, -3.026, 2.854], [1.135, -5.108, 0.736], [1.255, 1.440, -1.180], [2.851, -3.084, 1.254], [-1.160, -1.495, 1.909], [-0.210, 1.555, -0.766], [-2.739, -1.971, 1.782], [0.820, 0.530, 2.627], [1.183, 2.573, -3.350], [-5.617, -2.583, 1.265], [1.928, 3.464, -4.340], [-0.756, 0.029, 2.454], [-3.661, -1.399, 0.602], [2.549, -4.662, 0.914], [-0.157, -4.061, 0.908], [-0.548, 0.602, -0.345], [3.389, -5.481, 0.795], [0.940, -6.240, 0.459], [1.464, 3.388, -5.329], [1.867, 1.340, -0.277], [2.544, 3.608, -0.393], [-5.529, -4.106, 3.147], [-0.865, 1.789, -1.609], [3.175, -0.307, 2.342], [0.157, 4.742, -1.962], [-6.773, -2.845, 1.105], [2.976, 3.161, -4.437], [-3.103, -0.661, -0.155], [-1.586, 0.832, 2.744], [2.757, 4.360, -1.935], [1.067, 1.615, 3.051], [-0.353, 2.311, 0.009], [1.168, 1.564, -3.784], [0.237, 4.329, -0.238], [0.142, 2.904, -3.291], [1.152, 5.691, -0.862], [1.894, 4.518, -4.046], [1.382, 0.487, -1.709], [-2.718, -3.497, 3.711]],
  "atomic_forces_ev_per_a": [[7.2, 3.5, 2.8], [-7.3, -2.5, 0.8], [0.1, -0.3, 0.2], [4.1, -3.5, 6.1], [-0.2, 0.3, 0.2], [2.5, 2.2, -1.4], [-2.3, 1.6, 0.7], [0.2, 0.0, -0.3], [1.4, 2.6, 1.1], [-3.3, -1.3, -0.6], [-2.7, 2.3, -4.6], [3.4, 2.2, 0.9], [0.1, -0.1, -0.2], [4.4, 1.5, -0.6], [2.4, 0.7, 0.0], [-0.2, -0.1, 0.2], [-2.2, -1.0, 0.4], [-0.9, -4.4, -1.4], [0.3, 0.1, 0.1], [0.7, -0.2, 0.5], [0.0, 0.1, 0.1], [2.9, -1.8, -0.6], [0.2, -0.3, 0.7], [-4.5, -0.3, -0.2], [-4.2, -2.6, -2.0], [0.1, 0.1, 0.0], [-1.6, 2.3, 0.3], [0.0, 2.8, 0.6], [0.0, 0.0, 0.2], [0.0, 0.2, -0.1], [-0.1, -0.3, -0.2], [1.3, 1.9, -1.6], [0.1, 0.0, 0.0], [-2.9, -0.4, -0.2], [0.1, 0.0, 0.0], [2.9, 0.6, 0.4], [-0.1, 0.0, 0.1], [-1.3, -1.8, 1.9], [1.8, -2.2, -0.8], [-0.1, -0.1, -0.1], [-0.6, -2.7, -1.1], [-0.1, 0.0, -0.1], [0.0, 0.0, 0.3], [-0.1, 0.0, -0.2], [-0.2, 0.0, -0.1], [0.0, -0.1, 0.0], [0.0, -0.1, 0.0], [0.0, 0.2, -0.1], [-1.5, 1.0, -1.9]]
}

{
  "formula": "C21H24N2O5S",
  "method": "ωB97M-V/def2-TZVPD",
  "smiles": "CCc1cccc(C)c1NC(=O)COC(=O)CNS(=O)(=O)/C=C/c1ccccc1",
  "de_lowest_kj_mol": 161.50,
  "gap_ev": 8.80,
  "lumo_ev": -0.07,
  "elements": ["S", "O", "O", "O", "O", "O", "N", "N", "C", "C", "C", "C", "C", "C", "C", "C", "C", "C", "C", "C", "C", "C", "C", "C", "C", "C", "C", "C", "C", "H", "H", "H", "H", "H", "H", "H", "H", "H", "H", "H", "H", "H", "H", "H", "H", "H", "H", "H", "H", "H", "H", "H", "H"],
  "xyz": [[1.063, -2.599, -1.239], [-1.027, 1.809, 2.268], [1.108, -3.209, -2.529], [2.169, -1.783, 1.648], [-0.009, -1.605, 2.165], [-0.161, -1.968, -0.818], [1.350, -3.824, -0.113], [-1.322, 0.208, 0.679], [1.056, -2.244, 1.704], [4.403, 0.832, -1.088], [-0.872, 2.751, -0.644], [-3.797, -1.195, 0.523], [2.403, -1.441, -1.125], [-3.593, 0.137, -0.145], [-2.186, 2.039, -0.705], [2.765, 1.974, 0.249], [2.163, -0.204, -0.713], [-4.458, 1.925, -1.506], [0.709, -3.624, 1.166], [-3.440, -2.343, -0.425], [3.125, 0.870, -0.528], [0.142, -0.245, 2.564], [4.928, 2.951, -0.093], [-2.374, 0.813, -0.066], [5.293, 1.865, -0.873], [3.662, 3.001, 0.469], [-4.626, 0.707, -0.876], [-0.811, 0.704, 1.813], [-3.246, 2.583, -1.418], [1.782, 2.019, 0.693], [-0.660, 3.051, 0.382], [-5.272, 2.362, -2.067], [-0.369, -3.695, 1.020], [3.353, -1.844, -1.420], [2.335, -4.032, -0.050], [-3.189, -1.262, 1.427], [5.627, 3.757, 0.074], [-3.113, 3.533, -1.914], [4.689, -0.004, -1.708], [-0.087, -0.169, 3.630], [-2.399, -2.288, -0.734], [-0.069, 2.099, -0.987], [3.372, 3.845, 1.076], [-4.060, -2.297, -1.318], [6.277, 1.827, -1.316], [-5.573, 0.191, -0.940], [1.180, 0.072, 2.403], [-3.609, -3.300, 0.063], [-4.845, -1.288, 0.816], [1.137, 0.029, -0.454], [-0.888, 3.639, -1.271], [-1.076, -0.733, 0.388], [1.038, -4.397, 1.864]],
  "atomic_forces_ev_per_a": [[0.4, -0.4, -0.5], [0.0, 0.1, 0.2], [0.3, 0.0, 0.1], [-0.2, -0.2, 0.3], [-0.6, 0.1, 0.2], [0.2, 0.0, 0.2], [-0.1, 0.6, -0.6], [-0.1, -0.3, -0.6], [0.7, -0.2, 0.1], [-0.2, 0.0, 0.1], [0.0, 0.0, 0.1], [0.0, -0.1, -0.1], [-0.7, -0.3, -0.1], [0.0, 0.0, 0.2], [0.0, 0.0, 0.0], [0.0, -0.2, -0.1], [-0.3, -0.2, -0.1], [-0.1, 0.0, 0.0], [-0.3, 0.3, 0.2], [0.0, 0.0, 0.2], [0.4, 0.3, 0.0], [0.2, 0.6, 0.2], [0.0, 0.0, 0.0], [-0.3, 0.3, -0.1], [0.1, 0.0, 0.0], [0.1, 0.1, 0.0], [0.0, 0.0, 0.0], [0.4, -0.5, 0.4], [0.0, 0.0, 0.0], [-0.2, 0.0, 0.0], [0.1, 0.0, 0.0], [-0.1, 0.0, 0.0], [0.1, -0.1, 0.2], [0.3, -0.1, -0.1], [0.2, -0.1, -0.1], [-0.1, 0.0, 0.0], [0.1, 0.1, 0.0], [0.0, 0.1, 0.0], [0.1, -0.1, -0.1], [0.0, 0.0, -0.2], [0.0, -0.1, -0.1], [0.1, 0.0, 0.0], [0.0, 0.1, 0.1], [0.0, 0.0, -0.1], [0.1, 0.0, 0.0], [-0.1, -0.1, 0.0], [-0.2, 0.0, 0.0], [0.0, -0.1, 0.0], [0.1, 0.0, 0.1], [-0.1, 0.1, 0.1], [0.0, 0.0, -0.1], [0.1, 0.2, 0.3], [0.0, 0.1, -0.1]]
}

{
  "formula": "C21H24N3PdS3",
  "method": "ωB97M-V/def2-TZVPD",
  "de_lowest_kj_mol": 0.00,
  "gap_ev": [4.72, 6.31],
  "multiplicity": 3,
  "lumo_ev": [2.51, 2.51],
  "charge": -1,
  "elements": ["Pd", "S", "S", "S", "N", "N", "N", "C", "C", "C", "C", "C", "C", "C", "C", "C", "C", "C", "C", "C", "C", "C", "C", "C", "C", "C", "C", "C", "H", "H", "H", "H", "H", "H", "H", "H", "H", "H", "H", "H", "H", "H", "H", "H", "H", "H", "H", "H", "H", "H", "H", "H"],
  "xyz": [[-0.438, 0.053, 0.724], [2.365, 2.935, -1.791], [-1.882, -0.791, -0.890], [1.130, 1.796, 0.821], [-2.363, 1.780, -1.554], [-2.641, 0.264, -3.231], [1.156, 0.570, -1.538], [1.527, -2.397, 2.070], [0.846, -2.878, 5.384], [-2.641, 1.262, -4.273], [0.989, -1.838, 4.435], [0.894, 0.009, -3.940], [2.275, -0.642, 6.099], [1.204, 0.915, -2.897], [1.481, 1.692, -0.836], [1.847, 2.148, -3.235], [-0.154, -0.603, 2.564], [1.797, 1.602, -5.553], [2.136, 2.502, -4.545], [-2.316, 0.482, -1.939], [1.797, -0.730, 4.825], [0.439, -1.941, 3.023], [-0.773, -2.820, 2.966], [1.906, -1.609, 7.110], [-2.794, 2.872, -2.428], [1.157, 0.396, -5.189], [1.085, -2.669, 6.741], [-3.363, 2.432, -3.760], [-1.658, 1.537, -4.699], [1.145, -2.516, 1.047], [-3.211, 0.780, -5.098], [-1.888, 3.484, -2.612], [-3.507, 3.473, -1.786], [2.495, 3.500, -4.797], [2.021, 0.086, 4.126], [-3.261, 3.229, -4.481], [0.611, -3.323, 7.476], [2.366, -1.694, 1.968], [0.513, -1.042, -3.708], [0.345, -3.786, 5.031], [-2.004, 2.065, -0.607], [1.934, -3.371, 2.367], [2.244, -1.491, 8.117], [-1.129, -2.655, 1.892], [-0.648, -3.863, 3.136], [-1.561, -2.455, 3.624], [-2.362, -0.684, -3.497], [2.870, 0.170, 6.328], [-0.495, 0.069, 3.334], [-4.464, 2.179, -3.749], [2.047, 1.837, -6.591], [0.931, -0.323, -5.987]],
  "atomic_forces_ev_per_a": [[0.0, -0.2, 0.0], [-0.9, -0.1, 0.7], [-0.9, 0.0, -1.2], [0.7, 1.0, -0.1], [0.2, -0.2, 0.7], [0.7, -1.8, -0.3], [-0.1, 3.3, -1.0], [0.6, -0.5, -0.7], [-1.4, 0.8, -1.2], [0.1, -1.4, -1.2], [1.5, -0.3, 0.7], [-0.7, -1.1, 2.7], [-1.2, -2.6, 1.3], [1.3, -0.9, 0.6], [0.2, -2.1, -0.3], [-0.3, -0.9, 0.1], [0.8, 0.0, 0.5], [-0.2, 0.2, 0.4], [-0.6, -0.1, -0.5], [0.4, 1.1, 1.2], [-0.9, -0.4, -0.8], [-0.2, 1.4, 0.4], [-1.2, 0.3, -2.1], [-0.2, 1.0, -1.7], [0.3, 0.9, 1.3], [0.7, -0.1, -3.4], [0.8, 0.1, 0.0], [-2.0, 0.6, 0.1], [0.0, -0.3, 0.6], [-0.2, 0.1, 0.2], [0.4, 0.5, 0.3], [-0.5, 0.0, 0.0], [0.6, -0.4, -1.1], [0.3, -0.3, 0.1], [-0.3, -0.5, 0.1], [0.0, 0.5, -0.1], [0.6, -0.1, -0.1], [-0.3, 0.0, 0.3], [0.4, 1.7, -0.2], [0.0, 0.3, 0.4], [-0.4, -1.0, -1.3], [0.0, 0.0, 0.1], [0.0, 0.2, 0.5], [0.1, -0.6, 1.4], [0.4, -1.2, 0.1], [0.0, 0.1, 0.1], [-0.3, 0.5, 0.1], [1.3, 1.5, 0.7], [-0.1, 0.1, 0.7], [1.0, 0.3, 0.5], [-0.3, -0.2, 0.3], [0.1, 0.3, 0.1]]
}